DFT (the ωB97M-V functional and the def2-TZVPD basis) results for 4 unconnected molecules or ions with the total composition C27H39BF6N6O12 at a distorted geometry.

XYZ file:
```
91
C27H39BF6N6O12 (the ωB97M-V functional and the def2-TZVPD basis)
F -1.8335 -4.1086 0.0752
F -3.9048 -2.5676 1.2942
F -3.8715 -4.1116 -0.6402
F -1.6107 -2.3219 2.1070
F -3.7695 -1.1819 -0.3443
F -0.7330 -1.6182 0.2614
O -1.3806 -3.7695 -2.4403
O 5.9993 -2.6419 1.8273
O 1.9466 1.7712 -3.5703
O -3.1084 0.6093 -2.7961
O 4.2170 -1.2754 2.0077
O -2.9513 -2.2178 -2.6968
O 4.6680 4.5186 4.0200
O -10.1764 -3.1062 -0.6819
O -3.7808 2.3153 1.5295
O -1.8719 3.3965 2.4856
O -2.7544 -0.0839 2.6135
O -1.7200 0.4820 -1.1609
N -2.3058 3.7584 -1.0331
N -7.9739 -3.0903 -1.2322
N -2.0726 0.9974 -2.4741
N 3.2525 1.2139 -5.3389
N 3.0817 3.9472 5.5409
N 0.7693 1.4321 2.5468
C -1.8089 2.7832 -0.7000
C 4.4335 1.4838 -6.1371
C 0.3263 1.7153 -0.7002
C -9.2149 -2.5668 -1.1911
C 3.5747 -0.3389 -0.6505
C 2.3899 0.1007 -5.6994
C 4.8113 -2.4656 1.8067
C 3.9060 -3.5995 1.5402
C 2.9257 1.9594 -4.2722
C 2.6363 3.9614 6.9186
C 2.2488 3.3125 4.5295
C -2.0682 -0.1070 1.6355
C -1.4323 1.2256 1.1766
C -2.2809 -3.1152 -1.9967
C -3.0895 -2.1170 0.3175
C -7.7483 -4.3930 -0.6292
C 1.1730 0.4518 -0.6715
C -6.8638 -2.3979 -1.8547
C -1.8277 -1.5253 1.0390
C 4.2474 4.5033 5.1600
C -0.1984 1.3304 1.9465
C 2.6394 0.8653 -0.7777
C -1.1553 1.4947 -0.3324
C 4.9558 -0.1492 1.5199
C 4.9037 0.0397 -0.0002
C 2.6279 -3.4636 1.2374
C -2.7357 -3.3699 -0.5493
B -2.4326 2.3768 1.7590
H 5.0599 1.1027 -0.1698
H 2.0691 -4.2616 0.7821
H 0.3051 2.0618 -1.7302
H 3.6392 2.7769 -4.0776
H 1.3835 0.4634 -5.9108
H 1.6808 4.4847 6.9985
H 2.1399 -2.5241 1.4395
H 0.7528 2.5340 -0.1307
H -8.3811 -5.1405 -1.1087
H 2.8188 1.4357 -1.6767
H 2.8259 1.4759 0.1075
H 4.1463 1.6955 -7.1686
H 5.9915 -0.1893 1.8315
H 4.8043 4.9569 5.9987
H -8.0023 -4.3625 0.4306
H 3.7961 -0.7131 -1.6514
H -6.7040 -4.6724 -0.7440
H -2.4477 3.5674 3.2426
H 1.9751 4.0423 3.7670
H -7.1935 -1.4419 -2.2554
H 5.0987 0.6187 -6.1240
H 5.7509 -0.4659 -0.4533
H 0.9048 -0.1988 -1.4956
H 1.0847 -0.0437 0.2893
H -9.2821 -1.5765 -1.6746
H 3.3678 4.4697 7.5433
H -4.3000 2.2326 2.3368
H 2.3307 -0.6076 -4.8722
H 2.7876 -0.3999 -6.5779
H 4.9666 2.3432 -5.7373
H 4.5316 0.7209 2.0089
H 3.0814 -1.1471 -0.1320
H -6.4588 -3.0023 -2.6699
H 4.3455 -4.5794 1.6139
H 1.3495 2.9130 4.9893
H 2.5115 2.9394 7.2828
H -2.5092 -2.1292 -3.5538
H 2.7961 2.5054 4.0474
H -6.0757 -2.2263 -1.1197
```

The total charge is 0. The value obtained for the electronic energy is -79120.63467 eV. The spin multiplicity is 1. Its structure (SMILES) is C=CC(=O)OCCCCCC[C@@](C#N)(ON=O)[C@@](C#N)(B(O)O)C(=O)C(F)(F)C(F)(F)C(F)(F)C(=O)O.CN(C)C=O.CN(C)C=O.CN(C)C=O.

Atomic partial charges in e from the Mulliken method, atoms 1 to 4: -0.22, -0.36, -0.27, -0.32

=====

DFT (the ωB97M-V functional and the def2-TZVPD basis) results for 20 unconnected molecules or ions with the total composition C106H113F21O14 at a distorted geometry.

XYZ file:
```
254
C106H113F21O14 (the ωB97M-V functional and the def2-TZVPD basis)
F 22.2552 21.6740 16.6896
F 18.2348 20.0362 19.7371
F 22.9391 21.7057 14.5869
F 13.2014 28.1229 19.0138
F 25.6658 27.9456 20.1256
F 20.3780 19.8581 19.8334
F 16.8853 14.4387 15.7668
F 18.3798 16.7731 14.9137
F 19.3796 20.2216 17.9133
F 17.9183 19.2417 22.9173
F 16.4040 13.5772 17.7059
F 24.1918 26.6591 21.2107
F 13.4855 27.1588 20.8341
F 18.5536 18.7952 15.3374
F 12.3356 26.0798 19.2719
F 26.0947 27.2099 22.1527
F 21.9456 19.9877 15.4221
F 19.3374 18.0419 13.4451
F 17.7239 12.5732 16.2958
F 19.2501 17.7010 23.6895
F 17.3974 17.1886 22.6656
O 16.2935 19.2797 14.1471
O 20.4254 21.8677 13.6659
O 15.7558 26.8096 18.9464
O 16.6816 17.5864 12.7784
O 19.8909 22.1778 15.8589
O 18.5615 14.4359 18.8839
O 18.5249 22.7115 18.8082
O 26.2346 24.6658 21.5393
O 26.8397 25.5003 19.5590
O 14.4017 25.0301 18.7748
O 17.8947 18.8641 25.7885
O 19.5097 14.9155 16.8543
O 20.4893 22.4694 20.0027
O 16.5086 17.1671 25.1337
C 19.1467 23.5578 23.0356
C 22.9908 21.6336 24.1093
C 18.8401 28.3776 19.2355
C 21.8810 26.7455 17.7646
C 20.6088 23.9346 19.8199
C 20.5661 28.6829 20.8454
C 22.3238 16.4932 17.7636
C 26.0821 17.0960 22.2728
C 24.7688 20.8368 18.9305
C 18.6091 14.5031 17.5200
C 14.7270 26.2727 19.0794
C 21.0158 21.2905 25.4692
C 23.4054 18.5188 11.0224
C 13.7926 19.1525 22.7078
C 14.9453 18.2104 26.8181
C 18.2066 22.5538 22.8653
C 24.2814 17.7100 17.1157
C 23.8211 17.4944 22.9233
C 17.3936 18.1279 24.9949
C 26.6649 21.2608 17.5757
C 13.3607 27.1050 15.5397
C 16.5346 24.1754 22.2686
C 14.4360 27.9453 15.8541
C 17.9794 18.1086 23.5117
C 22.7078 18.3782 12.2177
C 17.3507 13.8034 16.8038
C 24.0978 16.1902 11.1542
C 18.3074 17.9682 14.3167
C 20.4266 20.6680 24.3422
C 22.8097 17.2117 12.9281
C 19.4680 27.9992 20.4076
C 25.5926 16.5037 21.1076
C 21.0001 25.7628 25.3242
C 25.1942 17.6255 23.1491
C 22.9964 17.6725 17.6133
C 21.5375 25.2676 15.8729
C 16.8442 22.8675 22.5198
C 18.7722 24.9008 22.8341
C 21.2922 14.3031 22.7517
C 13.5346 25.9902 14.6915
C 14.5993 19.0313 21.5189
C 24.2112 15.2974 16.9075
C 19.1133 13.5138 23.2433
C 19.6476 15.0943 19.6038
C 21.7197 28.3868 24.4647
C 19.3754 22.0664 19.3721
C 15.6701 27.7064 15.1485
C 14.2035 17.3937 12.8790
C 23.1765 26.3451 17.7765
C 14.7370 17.0008 18.0090
C 19.1789 29.4949 18.5842
C 19.4123 16.6258 19.8468
C 26.7479 23.3709 21.0683
C 14.1805 21.3033 21.1037
C 14.8100 20.1329 20.7704
C 21.9387 24.2836 20.5370
C 20.5704 12.1726 21.7986
C 15.4127 17.9172 12.0624
C 26.6370 19.3868 19.1021
C 15.7772 26.6293 14.3479
C 20.6565 28.1917 25.3488
C 21.1075 20.4296 23.1989
C 16.0356 18.9136 17.2124
C 16.9446 18.3324 13.7716
C 15.4551 24.3100 18.0557
C 13.4284 26.8899 19.5327
C 21.5563 13.1492 22.0474
C 20.3599 26.9027 25.8008
C 20.9613 29.8390 20.1823
C 26.2391 25.6034 20.5907
C 22.9342 15.2514 17.4916
C 18.4203 22.4083 15.6707
C 22.8934 24.9596 15.8755
C 25.4187 19.7505 19.5293
C 17.8892 23.7704 15.3153
C 22.3215 21.7342 25.3716
C 20.0607 14.4810 23.3974
C 19.4070 12.3529 22.4913
C 19.3705 20.5011 19.2266
C 21.9624 21.3032 15.3936
C 25.5344 26.9262 20.9534
C 17.4518 25.1749 22.4575
C 20.6517 21.8588 14.8445
C 22.4505 27.3006 23.9935
C 22.4039 20.9256 23.0871
C 24.8603 16.5155 16.7451
C 14.8397 22.9725 17.5150
C 24.0745 17.4085 10.5087
C 13.6240 18.9428 17.1760
C 23.4258 16.1213 12.3658
C 23.7573 25.3984 16.9407
C 21.0371 26.0906 16.9263
C 25.3502 21.6109 17.9380
C 15.9542 17.6358 17.7569
C 27.2748 20.1128 18.1165
C 24.2650 16.5117 20.8004
C 13.5806 17.6505 17.6438
C 14.7557 25.7576 14.1485
C 14.8468 19.5930 16.9840
C 13.3572 20.4140 23.1819
C 20.2394 30.3006 19.0489
C 23.3411 17.0506 21.7227
C 13.4222 21.4072 22.2486
C 15.8852 17.0927 26.4733
C 26.1425 22.3221 21.9644
C 22.0799 26.0095 24.4321
H 14.8739 20.5500 16.4875
H 14.5513 16.4454 13.2295
H 13.7105 18.2769 23.3028
H 24.9531 19.1306 20.2487
H 27.8291 23.3318 21.1425
H 20.8127 11.2816 21.2145
H 18.0493 27.7202 18.8339
H 15.5481 24.9466 17.1403
H 18.1103 24.0732 14.2513
H 22.4196 13.1221 21.4388
H 21.2330 28.2366 21.5705
H 26.4603 22.5908 22.9397
H 22.0044 25.3236 20.9131
H 18.4148 16.7914 20.3210
H 16.8419 23.5879 15.3072
H 25.5367 18.1195 24.0224
H 20.5051 31.2382 18.5201
H 19.6018 26.7449 26.5601
H 15.3506 16.1842 26.4442
H 19.7062 14.5961 20.5354
H 19.7885 24.4466 20.3921
H 22.4686 18.6164 17.7646
H 19.4437 17.3063 18.9587
H 22.2694 16.9234 21.6440
H 15.3824 18.9625 11.9544
H 15.4983 22.6557 16.7404
H 12.6516 17.0993 17.8017
H 26.4725 21.2697 21.7025
H 19.0533 27.1606 20.9457
H 27.2377 21.9320 16.8930
H 14.9546 24.8659 13.5433
H 12.2910 27.4195 15.7586
H 24.8667 18.5846 16.9459
H 20.6530 24.1535 18.7244
H 19.9809 26.3681 16.9966
H 15.0436 18.0631 21.2985
H 24.8096 14.4824 16.5907
H 14.2910 17.8404 27.6450
H 15.5790 24.3844 21.9115
H 17.0269 19.2894 16.8735
H 15.4487 19.0887 27.0766
H 13.8798 23.1639 17.0493
H 23.3247 15.1715 12.8652
H 23.2460 24.3287 15.1050
H 14.7231 16.0214 18.4619
H 22.7829 22.1681 26.2485
H 27.1902 17.1793 22.3803
H 22.3861 17.2525 13.9345
H 14.0949 18.0530 13.7324
H 24.0232 21.9381 23.9906
H 14.2894 22.1981 20.4970
H 19.8018 15.3683 23.9839
H 19.4296 25.7376 23.0283
H 20.6061 14.9427 19.0978
H 16.9124 17.0701 17.9764
H 28.3315 19.8325 17.8664
H 24.6364 15.2705 10.8438
H 15.3795 20.1306 19.8582
H 19.9765 29.0198 25.6102
H 21.5834 27.5809 18.4352
H 14.2591 28.6831 16.6530
H 12.8047 20.5255 24.0931
H 12.7214 19.4367 16.8996
H 20.1483 23.3229 23.2664
H 20.4930 21.3442 26.4310
H 25.0763 22.4923 21.9227
H 19.4608 20.1890 24.4741
H 12.7159 25.4787 14.2572
H 18.0188 24.4925 16.0334
H 23.7952 26.8057 18.5838
H 17.2593 26.1916 22.1025
H 27.0796 18.4766 19.4199
H 12.9884 22.3891 22.4573
H 22.0592 23.6159 21.3709
H 23.3163 19.4934 10.5229
H 20.1062 17.0468 20.5669
H 26.5372 23.2808 19.9826
H 22.7708 25.1844 24.1104
H 18.0491 22.0692 16.6252
H 22.8018 24.1898 19.8533
H 23.8513 16.0915 19.8876
H 21.9071 30.2239 20.5384
H 18.0575 13.7802 23.5309
H 22.3449 14.3005 17.5506
H 20.9389 24.8330 15.0692
H 24.6754 17.5112 9.6118
H 21.2760 16.3881 18.0299
H 16.0952 22.0887 22.3573
H 21.9450 29.3832 24.2099
H 25.7215 16.6064 16.0288
H 18.5427 11.6656 22.4884
H 18.5220 21.4975 22.8298
H 16.3004 24.0928 18.5954
H 14.2386 18.4236 25.9910
H 22.0993 19.1414 12.7214
H 20.9310 24.7209 25.7072
H 16.7570 17.1178 27.1158
H 16.8083 26.3952 13.9315
H 24.8041 22.3885 17.4205
H 24.7561 25.1453 17.0868
H 20.6899 19.8243 22.4313
H 23.1480 17.8062 23.6585
H 13.2913 17.4029 12.2777
H 14.6955 22.2784 18.2843
H 22.9830 20.6966 22.1652
H 26.2940 15.9568 20.4425
H 15.5873 17.4202 11.1317
H 18.6303 29.8704 17.7073
H 23.7293 20.9881 19.2500
H 18.2053 21.6136 14.9840
H 21.9579 15.1419 22.7353
H 16.5399 28.3406 15.4435
H 23.2177 27.4258 23.2951
```

The total charge is 0. The value obtained for the electronic energy is -197484.39013 eV. The spin multiplicity is 1.

Atomic partial charges in e from the Mulliken method, atoms 1 to 4: 0.13, 0.03, -0.31, -0.24

=====

- Which value of total charge does entry 1 give?
  0